# 1
Here is C5H6N2O in the gas phase in a non-equilibrium geometry from OMol25. Energies are from ωB97M-V/def2-TZVPD.

The LUMO energy (spin up / spin down) comes out at -0.4 / -0.3 eV. The value obtained for the energy above the lowest of the compared OMol25 structures with the same formula, charge and spin is 158.8 kcal per mole. The value obtained for the orbital gap (spin up / spin down) is 0.25669 / 0.25198 hartree.

Atoms and positions in Å:
C -2.47 1.56 -0.43
C -0.40 0.09 0.17
O -2.26 2.97 -0.47
H -3.23 1.37 0.25
H -2.08 3.29 0.51
H 2.93 -2.02 -1.56
N 2.43 -1.86 0.11
N 2.14 -1.58 -1.12
H 2.98 -2.64 0.41
H -2.94 1.35 -1.35
H 1.91 -1.51 2.04
C 1.65 -1.31 1.03
C -1.31 0.80 -0.28
C 0.63 -0.52 0.69

# 2
Here is a molecular structure, C5H6N2O in a non-equilibrium geometry from OMol25. Energies are from ωB97M-V/def2-TZVPD.

The LUMO energy comes out at -1.0 eV. The value obtained for the energy above the lowest of the compared OMol25 structures with the same formula, charge and spin is 120.1 kcal per mole. The value obtained for the orbital gap is 0.29690 hartree.

Atoms and positions in Å:
N -0.58 -0.12 -2.32
H -0.16 -0.76 2.90
H -0.62 1.06 3.28
H -1.10 -1.45 -2.16
H 0.09 -0.68 -3.23
C -0.04 0.29 2.66
C 0.21 0.28 1.08
C 0.29 -0.03 -1.17
N 1.40 0.62 -1.02
H 2.07 1.01 0.97
H 0.94 0.44 3.32
C 1.32 0.64 0.39
O -1.71 -0.98 0.02
C -0.67 -0.41 0.07

# 3
Here is a molecular structure, C5H6N2O in a non-equilibrium geometry from OMol25. Energies are from ωB97M-V/def2-TZVPD.

The LUMO energy comes out at 0.9 eV. The value obtained for the energy above the lowest of the compared OMol25 structures with the same formula, charge and spin is 142.4 kcal per mole. The value obtained for the orbital gap is 0.35963 hartree.

Atoms and positions in Å:
H -0.98 2.01 -0.38
C 0.36 0.09 -0.44
H 1.26 1.69 1.70
H 1.01 2.94 0.67
C -0.34 -1.83 0.15
H 1.21 -2.62 -1.29
H -0.41 2.91 1.79
O -1.23 0.48 0.87
H -0.52 -2.81 0.48
N 0.37 -1.77 -1.13
C -0.20 1.51 0.05
N 1.03 -0.68 -1.45
C -0.43 -0.52 0.42
C 0.35 2.27 1.16

# 4
Here is C5H6N2O in the gas phase in a non-equilibrium geometry from OMol25. Energies are from ωB97M-V/def2-TZVPD.

The SMILES is CC(=O)n1ccnc1. The LUMO energy comes out at 0.0 eV. The value obtained for the energy above the lowest of the compared OMol25 structures with the same formula, charge and spin is 36.4 kcal per mole. The value obtained for the orbital gap is 0.34462 hartree.

Atoms and positions in Å:
H -1.82 0.08 -1.22
C -0.92 0.38 -1.80
H 1.20 1.79 1.34
H -1.41 1.27 -2.62
N 1.18 -0.35 2.22
H -0.71 -1.68 -0.21
H 0.65 -2.44 2.44
N 0.32 0.22 0.23
O 0.43 2.22 -0.91
C 0.05 1.00 -0.84
C 0.00 -1.14 0.43
C 1.08 0.64 1.34
H -0.57 -0.51 -2.13
C 0.53 -1.49 1.73

# 5
Here is C5H6N2O in the gas phase in a non-equilibrium geometry from OMol25. Energies are from ωB97M-V/def2-TZVPD.

The SMILES is C=C[C@H](C#N)/C=N\O. The LUMO energy comes out at 0.3 eV. The value obtained for the energy above the lowest of the compared OMol25 structures with the same formula, charge and spin is 151.2 kcal per mole. The value obtained for the orbital gap is 0.38551 hartree.

Atoms and positions in Å:
C 0.27 1.98 0.05
N 1.64 -1.11 0.63
H 3.13 -1.17 -0.65
C -0.61 -0.38 -0.13
H 0.28 -1.00 1.96
C -2.01 -1.04 0.08
N -3.14 -1.60 -0.12
O 2.01 -1.47 -0.90
C -0.82 1.16 -0.25
H 1.04 1.50 0.69
H -0.44 -0.35 -1.29
C 0.48 -0.85 0.85
H -1.80 1.36 -0.81
H -0.01 2.97 -0.12

# 6
Here is 2 unconnected molecules or ions with the total composition C5H6N2O2 in a non-equilibrium geometry from OMol25. Energies are from ωB97M-V/def2-TZVPD.

The SMILES is Cc1cnoc1C#N.O. The LUMO energy comes out at -0.1 eV. The value obtained for the energy above the lowest of the compared OMol25 structures with the same formula, charge and spin is 70.2 kcal per mole. The value obtained for the orbital gap is 0.36775 hartree.

Atoms and positions in Å:
H -1.82 -1.76 -1.50
O 3.14 0.03 1.76
C -1.08 -0.14 -0.33
C -2.09 0.87 -0.23
N 2.50 0.22 -0.82
H -0.30 -2.11 -0.62
H -3.16 0.76 -0.39
C -1.27 -1.59 -0.56
O -0.24 1.89 0.06
H 2.68 0.82 2.06
N -1.58 2.05 -0.03
H -1.85 -2.04 0.26
H 3.56 0.15 0.76
C 0.06 0.60 -0.15
C 1.45 0.25 -0.29